(1)
ORCA calculation (wB97M-V/def2-TZVPD) on a molecular structure, C14H29AsBr3F6O23S6 in a non-equilibrium geometry.

Energy relative to the best compared isomer or geometry (same formula, charge and spin) in kcal per mole: 495.9
LUMO level in eV: -0.135
Highest occupied orbital energy in eV: -8.0969
Orbital gap in Ha: 0.2926

Geometry as ORCA input:
```
! RIJCOSX wB97M-V def2-TZVPD def2/J DEFGRID3
* xyz -1 1
As 0.3105 0.5549 -0.1978
F 1.9448 0.8281 0.5303
F -0.1201 -0.5287 1.1794
F -1.2937 0.2832 -0.8911
F 0.6790 1.6600 -1.5338
F 0.8655 -0.9633 -1.0997
F -0.2834 1.9490 0.8320
O -3.0608 -2.7621 -4.9769
S -2.6491 -1.3870 -5.0106
O -3.5498 -0.2863 -5.3406
O -1.7912 -1.0189 -3.6313
C -1.4310 -2.1601 -2.8808
C -1.1275 -1.7052 -1.4973
C -1.2808 -1.3172 -6.1181
H -0.6528 -2.6698 -3.4488
H -2.2867 -2.8348 -2.8527
H -2.0267 -1.4784 -0.9246
H -0.6232 -0.7458 -1.6124
H -0.4972 -2.3890 -0.9286
H -0.8533 -0.3244 -5.9779
H -1.6088 -1.2844 -7.1571
H -0.5518 -2.1049 -5.9280
C 2.4093 3.5204 -1.4786
Br 2.0243 5.0490 -0.3976
Br 4.2537 2.8593 -1.1648
Br 2.0233 4.0389 -3.2996
H 1.6860 2.7413 -1.2376
C -2.5087 2.7198 0.8572
C -2.3336 2.2743 -0.6411
O -2.6540 3.4490 -1.3947
S -2.9547 4.8524 -0.4304
O -4.2582 5.3941 -0.8967
O -1.7817 5.7687 -0.2211
O -3.2706 3.8722 0.8143
H -1.5554 2.8878 1.3584
H -3.0876 1.9936 1.4278
H -2.9314 1.4014 -0.9034
H -1.2816 2.1222 -0.8825
C 1.6872 -1.9517 0.9499
C 1.6717 -1.3073 2.3491
O 1.8096 -2.3596 3.2640
S 2.1871 -3.8044 2.5785
O 1.4937 -4.9006 3.2068
O 3.6333 -3.9560 2.4238
O 1.4240 -3.3293 1.1932
H 2.6761 -1.8423 0.5047
H 0.8943 -1.5615 0.3118
H 0.8077 -0.7455 2.7040
H 2.4602 -0.5705 2.5022
C -0.1600 2.2401 3.3675
C -0.1682 0.8253 2.7164
O -0.2390 -0.2027 3.7126
S -0.0825 0.4568 5.2578
O 1.3258 0.5096 5.6030
O -0.9980 -0.0682 6.2468
O -0.5862 1.9897 4.7030
H -0.9367 2.9052 2.9900
H 0.7933 2.7464 3.2163
H 0.6937 0.5952 2.0900
H -0.8994 0.6331 1.9312
C -1.2327 -2.4420 2.0737
C -1.8448 -1.0371 2.1825
O -3.1938 -1.1417 2.5144
S -3.7374 -2.7049 2.3453
O -4.0089 -2.9861 0.9141
O -4.7045 -3.1459 3.3739
O -2.2339 -3.2664 2.7016
H -0.3819 -2.6545 2.7210
H -1.0596 -2.7251 1.0355
H -1.7001 -0.5017 1.2442
H -1.3643 -0.4362 2.9545
C 2.9236 0.2379 -1.4282
C 3.5646 0.4515 -2.8250
O 4.7714 -0.2790 -2.7051
S 5.4389 -0.0171 -1.2352
O 6.1267 1.3199 -1.3235
O 6.2049 -1.2201 -0.7831
O 3.9495 0.1206 -0.4820
H 2.2488 -0.6165 -1.3754
H 2.2837 1.0418 -1.0641
H 3.6550 1.4855 -3.1576
H 2.9159 -0.0439 -3.5475
*
```

---

(2)
ORCA calculation (wB97M-V/def2-TZVPD) on 2 unconnected molecules or ions with the total composition C14H29B2N6O13P2 in a non-equilibrium geometry.

LUMO level in eV: -4.573
Highest occupied orbital energy in eV: -12.1972
Orbital gap in Ha: 0.2802

Geometry as ORCA input:
```
! RIJCOSX wB97M-V def2-TZVPD def2/J DEFGRID3
* xyz 1 1
C 1.0875 0.1156 2.5865
N 1.0205 1.5650 2.2874
C 2.4115 2.0953 2.1781
B 0.2136 1.8667 1.1397
O 0.1904 3.1034 0.5672
C -0.7474 0.7403 0.4989
C -0.3635 0.0967 -0.6736
P 1.1727 0.3891 -1.5552
O 1.9644 -0.8372 -1.4964
O 2.0197 1.5905 -0.9642
O 0.7901 0.8134 -3.0302
C -1.2003 -0.8740 -1.2519
B -0.8870 -1.6970 -2.6212
N -1.5601 -1.3644 -3.8379
O 0.0318 -2.6862 -2.6638
C -2.3810 -1.1440 -0.5910
O -3.2416 -2.0389 -1.1099
N -4.1589 -1.4103 -2.1749
O -5.0442 -2.0807 -2.3504
N -2.7443 -0.5610 0.5950
P -4.2667 -1.1590 1.2928
N -4.6750 -0.5827 2.6556
O -5.3364 -0.8428 0.1961
O -4.0996 -2.7318 1.3034
C -1.9414 0.3976 1.1383
C -2.3324 1.1035 2.3946
C -3.5475 2.0536 2.2002
O -3.8538 2.0409 0.8122
C -3.2489 3.4944 2.6872
N -2.7362 4.3663 1.6370
H 1.7427 -0.0314 3.4376
H 1.5030 -0.4741 1.7698
H 0.1139 -0.2563 2.8859
H 3.1442 1.3205 2.3520
H 2.5762 2.8470 2.9471
H 2.6189 2.5697 1.2296
H 0.5792 3.7671 1.1470
H 1.6693 2.4614 -1.2052
H 1.6107 1.0293 -3.4981
H -2.1760 -0.5673 -3.7645
H -2.0866 -2.1371 -4.2253
H 0.3274 -2.9111 -1.7766
H -4.7475 -1.3036 3.3597
H -5.8578 -0.1127 0.5641
H -3.2951 -2.9846 1.7716
H -2.5738 0.3804 3.1641
H -1.5141 1.6942 2.7904
H -4.3933 1.7124 2.7810
H -4.6925 2.4902 0.6856
H -4.1991 3.9046 3.0156
H -2.6200 3.4296 3.5788
H -2.9803 5.3153 1.8904
H -1.7270 4.3687 1.6318
C 4.5151 -1.9784 -3.2360
C 5.5810 -2.8104 -2.5731
C 5.5467 -2.7873 -1.0617
O 6.9204 -3.0006 -0.7211
C 7.6774 -2.5515 -1.7573
O 8.8510 -2.4097 -1.7216
O 6.8933 -2.2836 -2.8332
H 4.6439 -0.9245 -2.9863
H 4.5820 -2.0637 -4.3210
H 3.5225 -2.2974 -2.9222
H 5.5523 -3.8370 -2.9486
H 4.9242 -3.5709 -0.6365
H 5.2318 -1.8193 -0.6635
*
```

---

(3)
ORCA calculation (wB97M-V/def2-TZVPD) on 5 unconnected molecules or ions with the total composition C14H29BBrO18S4 in a non-equilibrium geometry.

LUMO level in eV: 1.450
Highest occupied orbital energy in eV: -5.1882
Orbital gap in Ha: 0.2440

Geometry as ORCA input:
```
! RIJCOSX wB97M-V def2-TZVPD def2/J DEFGRID3
* xyz -1 1
C -6.2913 3.5201 3.5344
C -5.8592 3.6270 2.0672
C -5.4648 5.0575 1.7071
C -4.0043 5.4676 1.9782
C -2.9319 4.4242 1.7439
C -2.6067 3.3852 2.8001
O -1.5339 2.6959 2.1625
B -1.8694 2.7638 0.7107
Br -2.1254 0.8452 0.0515
O -3.0624 3.6357 0.5862
H -6.2674 2.4922 3.8859
H -5.6586 4.1558 4.1482
H -7.3200 3.8572 3.6308
H -6.7305 3.3803 1.4605
H -5.1017 2.9064 1.8044
H -6.0897 5.7111 2.3209
H -5.7449 5.2839 0.6842
H -3.7844 6.2912 1.3019
H -3.8854 5.8350 2.9963
H -1.9701 4.9530 1.6258
H -3.3850 2.6269 2.9152
H -2.3665 3.7638 3.7946
H -0.9614 3.3356 0.1222
C -1.2977 -3.3329 -1.6209
C -2.5797 -2.6744 -1.1629
O -3.5953 -3.6697 -1.4159
S -2.9807 -5.1264 -1.2028
O -3.3058 -5.5999 0.0960
O -3.2679 -5.9066 -2.3551
O -1.4380 -4.7078 -1.2122
H -1.1959 -3.3047 -2.7073
H -0.4165 -2.8961 -1.1587
H -2.8058 -1.7645 -1.7095
H -2.5585 -2.4571 -0.0948
C 2.2842 1.7627 2.0346
C 1.5432 2.8929 1.3610
O 2.5988 3.7738 0.8984
S 3.8722 2.9082 0.4963
O 3.8900 2.6964 -0.9087
O 5.0098 3.4468 1.1609
O 3.4447 1.5411 1.2049
H 2.6282 2.0419 3.0334
H 1.6895 0.8579 2.0919
H 0.8748 3.4185 2.0345
H 0.9759 2.5384 0.5023
C 4.6665 -2.3425 0.7838
C 3.9806 -3.6143 0.3343
O 2.6238 -3.4534 0.7758
S 2.2153 -1.9032 0.7002
O 1.5185 -1.6686 -0.5113
O 1.6786 -1.5283 1.9587
O 3.6967 -1.3167 0.5579
H 4.9072 -2.3667 1.8493
H 5.5627 -2.1261 0.2088
H 4.4090 -4.5055 0.7859
H 3.9904 -3.6971 -0.7532
C 5.4844 -5.1434 -5.3291
C 4.9917 -3.8261 -5.8925
O 3.7806 -3.5701 -5.1724
S 3.9071 -4.1334 -3.6796
O 4.2893 -3.0800 -2.8076
O 2.7840 -4.9495 -3.4069
O 5.1957 -5.0594 -3.9280
H 4.9374 -5.9898 -5.7485
H 6.5515 -5.2877 -5.4729
H 4.7791 -3.8760 -6.9562
H 5.6950 -3.0148 -5.6943
*
```

---

(4)
ORCA calculation (wB97M-V/def2-TZVPD) on a molecular structure, C14H29Br2ClMnOSi2 in a non-equilibrium geometry.

LUMO level (alpha / beta) in eV: -11.307 / -11.238
Highest occupied orbital energy (alpha / beta) in eV: -13.1351 / -13.0571
Orbital gap (alpha / beta) in Ha: 0.0672 / 0.0669

Geometry as ORCA input:
```
! RIJCOSX wB97M-V def2-TZVPD def2/J DEFGRID3
* xyz 2 6
C -0.9097 0.0144 3.8432
C -0.0441 -0.7156 3.0842
Si -0.6383 -1.1787 1.4189
O -0.7459 0.1718 0.4930
Si -1.1316 0.2005 -1.1069
C -2.9683 -0.1905 -1.3879
C -3.1521 -0.6119 -2.8429
C -2.9317 -2.0561 -3.1458
Cl -4.2535 -2.9503 -2.3380
C -0.6895 1.8632 -1.7666
C 0.8398 2.0554 -1.7094
C 1.2996 3.2138 -0.8096
C 2.5290 2.9022 0.0340
C 2.3586 1.7860 1.0557
C 1.8191 2.2582 2.4006
C 0.4909 -2.5098 0.6012
Br -0.6789 -4.0141 0.1073
C 1.5950 -3.0369 1.5201
C 2.9305 -2.4025 1.1926
Br 1.7695 -4.9802 1.1379
H -0.5715 0.6166 4.6723
H -1.9726 0.0098 3.6452
H 0.9405 -0.9304 3.4741
H -1.9923 -1.7692 1.5398
H -0.3326 -0.8130 -1.8589
H -3.3457 -0.9817 -0.7505
H -3.5184 0.7350 -1.2497
H -2.4638 -0.0227 -3.4455
H -4.1963 -0.4149 -3.1795
H -3.0115 -2.2886 -4.1998
H -1.9625 -2.4013 -2.8089
H -1.0493 1.9126 -2.7914
H -1.2179 2.5815 -1.1471
H 1.3594 1.1502 -1.4021
H 1.1707 2.2738 -2.7170
H 0.4776 3.5965 -0.2108
H 1.5828 4.0295 -1.4674
H 3.3116 2.6072 -0.6604
H 2.8492 3.8053 0.5400
H 1.7445 0.9769 0.6677
H 3.3400 1.3486 1.2205
H 0.7336 2.2459 2.4015
H 2.1633 1.6210 3.2056
H 2.1157 3.2797 2.6055
H 0.9449 -2.2068 -0.3312
H 1.3614 -2.9354 2.5688
H 3.7396 -3.0839 1.4196
H 3.0093 -2.1605 0.1404
H 3.0784 -1.5109 1.7932
Mn -5.7764 -1.0900 -3.4555
*
```

---

no.,electronic energy (eV)
1,-414343.9596
2,-70476.6047
3,-165903.9382
4,-216699.8255